(1)
A molecular structure, C36H35Li4N7O3 in a non-equilibrium geometry. Source: the OMol25 dataset; level of theory: ωB97M-V with the def2-TZVPD basis set.

Summary:
**Charge**: +2
**Highest occupied orbital energy**: -0.4941 Eh
**Energy relative to the best compared isomer or geometry (same formula, charge and spin)**: 1.026 eV
**Orbital gap**: 8.51 eV
**Spin multiplicity**: 1

Atoms and positions in Å:
1 Li -3.53 -0.54 -0.09
2 Li -1.21 2.50 -0.71
3 Li 1.47 -0.29 0.86
4 Li -1.95 -1.41 2.47
5 C -0.90 0.43 0.68
6 O -1.99 0.64 0.11
7 O -0.01 1.23 0.55
8 O -0.60 -0.60 1.23
9 N -1.46 2.06 -2.85
10 C -2.44 2.15 -3.80
11 C -2.41 1.41 -5.02
12 C -1.31 0.60 -5.25
13 C -0.29 0.44 -4.29
14 C -0.46 1.14 -3.10
15 H -3.25 2.84 -3.61
16 H -3.12 1.54 -5.83
17 H -1.28 0.11 -6.21
18 H 0.57 -0.17 -4.52
19 H 0.21 1.04 -2.25
20 N -1.40 -3.34 2.77
21 C -0.10 -3.65 2.63
22 C 0.36 -4.95 2.78
23 C -0.50 -6.03 3.16
24 C -1.82 -5.65 3.31
25 C -2.25 -4.33 3.22
26 H 0.57 -2.93 2.16
27 H 1.37 -5.19 2.45
28 H -0.16 -7.05 3.29
29 H -2.56 -6.35 3.68
30 H -3.24 -3.97 3.46
31 N -1.35 -0.56 4.31
32 C -2.12 -0.28 5.41
33 C -1.65 0.13 6.61
34 C -0.27 0.31 6.72
35 C 0.58 0.08 5.66
36 C 0.01 -0.37 4.51
37 H -3.18 -0.50 5.35
38 H -2.32 0.24 7.44
39 H 0.12 0.53 7.70
40 H 1.65 0.26 5.71
41 H 0.60 -0.43 3.61
42 N -3.59 -1.81 -1.76
43 C -2.49 -1.75 -2.50
44 C -2.38 -2.39 -3.75
45 C -3.42 -3.18 -4.19
46 C -4.62 -3.27 -3.44
47 C -4.63 -2.50 -2.29
48 H -1.61 -1.22 -2.16
49 H -1.48 -2.40 -4.35
50 H -3.33 -3.86 -5.02
51 H -5.47 -3.87 -3.72
52 H -5.49 -2.52 -1.64
53 N 2.90 1.09 1.59
54 C 4.14 1.27 1.18
55 C 4.90 2.31 1.59
56 C 4.36 3.29 2.37
57 C 3.06 3.19 2.79
58 C 2.39 2.06 2.40
59 H 4.53 0.52 0.50
60 H 5.94 2.42 1.31
61 H 4.91 4.18 2.63
62 H 2.55 4.00 3.28
63 H 1.38 2.00 2.78
64 N 0.32 4.12 -1.37
65 C 0.11 5.24 -2.10
66 C 0.91 6.40 -2.03
67 C 2.06 6.32 -1.22
68 C 2.34 5.13 -0.51
69 C 1.50 4.04 -0.67
70 H -0.74 5.24 -2.78
71 H 0.64 7.21 -2.69
72 H 2.82 7.09 -1.16
73 H 3.24 5.01 0.07
74 H 1.68 3.20 -0.02
75 N 1.87 -0.85 -1.05
76 C 2.95 -0.49 -1.81
77 C 3.22 -1.10 -3.08
78 C 2.44 -2.16 -3.52
79 C 1.37 -2.58 -2.71
80 C 1.09 -1.86 -1.54
81 H 3.53 0.37 -1.53
82 H 4.00 -0.69 -3.68
83 H 2.67 -2.54 -4.51
84 H 0.78 -3.44 -3.01
85 H 0.29 -2.33 -0.98

(2)
A molecular structure, C36H35N2PS3Ta. Source: the OMol25 dataset; level of theory: ωB97M-V with the def2-TZVPD basis set.

Summary:
**Charge**: +3
**Highest occupied orbital energy**: -0.6140 Eh
**Energy relative to the best compared isomer or geometry (same formula, charge and spin)**: 0.099 eV
**Orbital gap**: 6.41 eV
**Spin multiplicity**: 1

Atoms and positions in Å:
1 Ta -0.50 -0.02 -0.47
2 C -3.27 -1.97 0.83
3 C -4.05 -0.68 0.67
4 S -3.23 0.49 -0.47
5 C -3.42 2.06 0.41
6 C -2.71 2.12 1.75
7 S -0.97 1.58 1.63
8 C -0.81 0.39 3.00
9 C -1.66 -0.87 2.88
10 S -1.52 -1.75 1.28
11 H -3.72 -2.60 1.59
12 H -3.24 -2.54 -0.10
13 H -5.03 -0.90 0.24
14 H -4.22 -0.18 1.62
15 H -3.04 2.82 -0.27
16 H -4.49 2.25 0.54
17 H -2.70 3.15 2.13
18 H -3.19 1.51 2.51
19 H 0.26 0.16 3.03
20 H -1.04 0.92 3.92
21 H -1.37 -1.57 3.66
22 H -2.71 -0.64 3.02
23 C 4.56 1.79 3.63
24 C 3.59 2.47 2.90
25 C 2.72 1.76 2.08
26 C 2.83 0.37 2.00
27 C 3.80 -0.32 2.74
28 C 4.67 0.41 3.55
29 P 1.79 -0.49 0.83
30 C 1.68 -2.25 1.22
31 C 1.42 -2.65 2.54
32 C 1.17 -3.98 2.82
33 C 1.16 -4.92 1.79
34 C 1.43 -4.53 0.49
35 C 1.68 -3.19 0.20
36 C 2.37 -0.33 -0.86
37 C 3.67 -0.39 -1.33
38 C 3.87 -0.26 -2.69
39 C 2.79 -0.07 -3.56
40 C 1.49 0.00 -3.07
41 C 1.25 -0.12 -1.70
42 H 5.24 2.34 4.26
43 H 3.52 3.54 2.96
44 H 1.97 2.29 1.51
45 H 3.90 -1.39 2.67
46 H 5.43 -0.11 4.11
47 H 1.45 -1.93 3.35
48 H 0.99 -4.30 3.84
49 H 0.98 -5.96 2.01
50 H 1.46 -5.26 -0.31
51 H 1.91 -2.90 -0.82
52 H 4.50 -0.53 -0.65
53 H 4.87 -0.30 -3.10
54 H 2.97 0.03 -4.62
55 H 0.69 0.15 -3.78
56 C -0.53 5.46 -1.68
57 C -1.56 4.98 -2.49
58 C -1.77 3.62 -2.65
59 C -0.91 2.75 -1.99
60 C 0.13 3.20 -1.18
61 C 0.31 4.57 -1.02
62 N -1.09 1.34 -2.07
63 N -1.68 0.86 -3.07
64 C -1.84 -0.52 -3.06
65 C -2.42 -1.10 -4.18
66 C -2.55 -2.48 -4.24
67 C -2.09 -3.26 -3.18
68 C -1.52 -2.68 -2.05
69 C -1.37 -1.30 -1.96
70 H -0.39 6.52 -1.57
71 H -2.21 5.68 -3.00
72 H -2.56 3.25 -3.27
73 H 0.84 2.51 -0.74
74 H 1.13 4.94 -0.42
75 H -2.76 -0.46 -4.99
76 H -3.00 -2.94 -5.11
77 H -2.18 -4.33 -3.24
78 H -1.17 -3.33 -1.26

(3)
A molecular structure, C36H35NP2PtS2. Source: the OMol25 dataset; level of theory: ωB97M-V with the def2-TZVPD basis set.

Summary:
**Highest occupied orbital energy (alpha / beta)**: -0.1661 / -0.2907 Eh
**Orbital gap (alpha / beta)**: 5.14 / 6.78 eV
**Spin multiplicity**: 3

Atoms and positions in Å:
1 Pt -1.05 -0.99 -0.57
2 C 0.52 2.31 -0.65
3 N 1.64 1.65 0.01
4 C 2.24 0.58 -0.76
5 P 1.35 -1.05 -0.62
6 C 2.28 -2.12 -1.72
7 C 2.39 -3.49 -1.42
8 C 2.91 -4.37 -2.34
9 C 3.32 -3.93 -3.59
10 C 3.20 -2.58 -3.91
11 C 2.67 -1.69 -3.00
12 C 1.89 -1.54 1.05
13 C 3.21 -1.93 1.32
14 C 3.59 -2.26 2.61
15 C 2.68 -2.19 3.65
16 C 1.37 -1.78 3.40
17 C 0.98 -1.47 2.11
18 C 2.46 2.38 0.90
19 C 3.24 1.67 1.82
20 C 4.05 2.34 2.72
21 C 4.09 3.72 2.75
22 C 3.30 4.43 1.85
23 C 2.50 3.77 0.93
24 P -1.07 1.34 -0.51
25 C -1.79 1.99 1.02
26 C -0.98 2.08 2.16
27 C -1.54 2.44 3.37
28 C -2.90 2.69 3.47
29 C -3.71 2.57 2.34
30 C -3.16 2.22 1.12
31 C -2.03 2.13 -1.84
32 C -2.30 3.50 -1.84
33 C -3.03 4.06 -2.88
34 C -3.49 3.25 -3.92
35 C -3.21 1.89 -3.92
36 C -2.48 1.34 -2.89
37 H 0.72 2.49 -1.71
38 H 0.31 3.26 -0.17
39 H 3.27 0.42 -0.42
40 H 2.29 0.86 -1.82
41 H 2.05 -3.84 -0.45
42 H 2.98 -5.43 -2.09
43 H 3.73 -4.62 -4.31
44 H 3.49 -2.23 -4.90
45 H 2.55 -0.65 -3.28
46 H 3.93 -1.99 0.51
47 H 4.61 -2.56 2.81
48 H 2.98 -2.45 4.65
49 H 0.66 -1.72 4.21
50 H -0.04 -1.16 1.89
51 H 3.20 0.59 1.84
52 H 4.64 1.76 3.42
53 H 4.71 4.25 3.46
54 H 3.32 5.51 1.85
55 H 1.93 4.37 0.22
56 H 0.08 1.87 2.09
57 H -0.91 2.51 4.25
58 H -3.34 2.96 4.42
59 H -4.77 2.75 2.42
60 H -3.79 2.11 0.25
61 H -1.96 4.13 -1.03
62 H -3.25 5.12 -2.89
63 H -4.08 3.69 -4.72
64 H -3.57 1.26 -4.73
65 H -2.25 0.28 -2.88
66 C -5.31 -3.21 -0.51
67 C -3.85 -2.82 -0.49
68 S -3.54 -1.15 -0.55
69 C -2.85 -3.78 -0.40
70 C -3.17 -5.26 -0.33
71 S -1.19 -3.43 -0.37
72 H -5.92 -2.32 -0.58
73 H -5.58 -3.74 0.41
74 H -5.53 -3.86 -1.36
75 H -4.24 -5.44 -0.33
76 H -2.73 -5.68 0.57
77 H -2.72 -5.78 -1.18

no.,energy (a.u.)
1,-2031.80773
2,-3094.33519
3,-3046.01110